Here is a single C4H6FNS2 molecule in a non-equilibrium geometry from the Open Molecules 2025 dataset. Energies are from wB97M-V/def2-TZVPD.

Values from the calculation:
Structure (SMILES) ... C=NS[C@H](C=S)CF
Energy above the lowest of the compared OMol25 structures with the same formula, charge and spin ... 172.21 kJ/mol
E_tot ... -30121.2568 eV
Gap between HOMO and LUMO ... 0.314 hartree
Max |F| ... 1.5 eV/A
HOMO level ... -8.99 eV

Geometry (Å):
S  -2.07  -2.09  -0.61
S  0.73  1.08  0.24
F  1.66  0.13  -2.42
N  -0.46  1.03  1.48
C  -0.09  -0.19  -0.83
C  -0.79  -1.31  -0.06
C  -0.37  1.94  2.36
C  1.00  -0.89  -1.69
H  0.35  2.78  2.42
H  -0.79  0.26  -1.58
H  1.73  -1.45  -1.03
H  -1.08  1.86  3.15
H  0.56  -1.59  -2.40
H  -0.36  -1.57  0.96

---

Here is a molecular structure, C4H6FO4Tl in a non-equilibrium geometry from the Open Molecules 2025 dataset. Energies are from wB97M-V/def2-TZVPD.

Values from the calculation:
Energy above the lowest of the compared OMol25 structures with the same formula, charge and spin ... 158.65 kJ/mol
Net charge ... +2
E_tot ... -19820.0746 eV
Gap between HOMO and LUMO ... 0.349 hartree
Max |F| ... 5.8 eV/A
HOMO level ... -20.63 eV

Geometry (Å):
Tl  0.32  -0.85  -2.12
F  -0.59  -1.33  -3.56
O  -0.61  -0.03  -0.36
O  1.36  -1.62  -0.62
O  -0.45  2.70  0.56
O  1.13  1.26  -0.25
C  -1.90  -0.16  0.28
C  1.68  0.31  0.75
C  0.01  1.85  -0.06
C  0.95  -0.99  0.42
H  -1.90  0.49  1.16
H  -2.04  -1.21  0.54
H  0.57  -1.53  1.30
H  1.40  0.71  1.74
H  -2.68  0.13  -0.43
H  2.76  0.27  0.62

---

Here is a molecular structure, C4H6FeO3 in a non-equilibrium geometry from the Open Molecules 2025 dataset. Energies are from wB97M-V/def2-TZVPD.

Values from the calculation:
Energy above the lowest of the compared OMol25 structures with the same formula, charge and spin ... 376.47 kJ/mol
Net charge ... -1
E_tot ... -44767.1971 eV
Gap between HOMO and LUMO (alpha / beta) ... 0.218 / 0.148 hartree
Max |F| ... 3.3 eV/A
Spin multiplicity ... 6
⟨S²⟩ ... 8.79
HOMO level (alpha / beta) ... -2.06 / -2.17 eV

Geometry (Å):
Fe  -1.72  3.16  0.81
O  0.48  1.85  -0.01
O  -0.41  1.74  1.10
O  0.14  -0.38  2.65
C  2.29  -0.88  1.53
C  0.27  0.91  -0.95
C  1.33  -1.09  2.44
C  -0.57  -0.13  -0.91
H  0.06  0.36  2.01
H  -1.33  -0.23  -0.14
H  2.19  0.16  1.13
H  1.03  1.03  -1.74
H  1.27  -2.00  3.07
H  -0.71  -0.56  -1.92

---

Here is a molecular structure, C4H6I2O in a non-equilibrium geometry from the Open Molecules 2025 dataset. Energies are from wB97M-V/def2-TZVPD.

Values from the calculation:
Energy above the lowest of the compared OMol25 structures with the same formula, charge and spin ... 58.64 kJ/mol
E_tot ... -22492.5155 eV
Gap between HOMO and LUMO ... 0.333 hartree
Max |F| ... 2.0 eV/A
HOMO level ... -9.73 eV

Geometry (Å):
I  -4.07  -1.67  0.05
I  -4.32  1.96  0.27
O  -4.34  0.34  -2.02
C  -4.28  0.17  -0.86
C  -0.53  -0.14  0.09
C  -0.19  -1.19  1.06
C  -0.32  -0.11  -1.21
H  -0.88  0.74  0.59
H  0.09  -0.85  -1.94
H  -1.13  -1.49  1.57
H  -0.59  0.87  -1.69
H  0.02  -2.09  0.53
H  0.60  -0.97  1.86

---

Here is a single C4H6I2O molecule in a non-equilibrium geometry from the Open Molecules 2025 dataset. Energies are from wB97M-V/def2-TZVPD.

Values from the calculation:
Structure (SMILES) ... C/C(I)=C(\I)CO
Energy above the lowest of the compared OMol25 structures with the same formula, charge and spin ... 326.32 kJ/mol
E_tot ... -22489.7412 eV
Gap between HOMO and LUMO (alpha / beta) ... 0.287 / 0.291 hartree
Max |F| ... 7.9 eV/A
HOMO level (alpha / beta) ... -7.90 / -7.96 eV

Geometry (Å):
I  -1.70  0.06  1.81
I  1.80  -0.01  -1.97
O  1.31  0.51  2.80
C  0.09  0.28  0.78
C  0.10  -0.29  -0.90
C  1.38  0.62  1.39
C  -1.08  -0.91  -1.47
H  -1.83  -0.23  -2.05
H  -0.80  -1.77  -2.10
H  0.81  -0.37  3.12
H  2.10  -0.07  0.96
H  -1.56  -1.36  -0.61
H  1.59  1.75  1.38

---

Here is a molecular structure, C4H6IN in a non-equilibrium geometry from the Open Molecules 2025 dataset. Energies are from wB97M-V/def2-TZVPD.

Values from the calculation:
Energy above the lowest of the compared OMol25 structures with the same formula, charge and spin ... 659.99 kJ/mol
E_tot ... -13828.3179 eV
Gap between HOMO and LUMO (alpha / beta) ... 0.279 / 0.279 hartree
Max |F| ... 4.3 eV/A
HOMO level (alpha / beta) ... -8.07 / -8.07 eV

Geometry (Å):
I  0.18  0.08  1.33
N  -1.64  0.43  1.84
C  -2.39  1.33  1.19
C  1.16  -1.25  -1.69
C  1.08  -0.74  -0.50
C  2.51  -0.94  -0.98
H  -2.78  1.03  0.19
H  -3.31  1.49  1.77
H  2.94  0.08  -1.06
H  0.95  -2.04  -2.41
H  -1.87  2.24  0.99
H  3.17  -1.71  -0.67

---

Here is a single C4H6IN molecule in a non-equilibrium geometry from the Open Molecules 2025 dataset. Energies are from wB97M-V/def2-TZVPD.

Values from the calculation:
Structure (SMILES) ... CCC1=N[C@H]1I
Energy above the lowest of the compared OMol25 structures with the same formula, charge and spin ... 186.45 kJ/mol
E_tot ... -13833.2259 eV
Gap between HOMO and LUMO ... 0.343 hartree
Max |F| ... 4.5 eV/A
HOMO level ... -8.91 eV

Geometry (Å):
I  3.93  -0.18  -0.34
N  1.72  0.30  1.90
C  2.43  0.97  0.81
C  -0.45  0.55  0.43
C  0.94  0.51  0.93
C  -0.92  -0.51  -0.58
H  -0.99  0.36  1.31
H  2.54  2.07  0.86
H  -0.76  -1.51  -0.11
H  -0.50  -0.64  -1.65
H  -1.99  -0.32  -0.80
H  -0.43  1.62  0.18

---

Here is a molecular structure, C4H6IN2 in a non-equilibrium geometry from the Open Molecules 2025 dataset. Energies are from wB97M-V/def2-TZVPD.

Values from the calculation:
Energy above the lowest of the compared OMol25 structures with the same formula, charge and spin ... 451.27 kJ/mol
Net charge ... +1
E_tot ... -15314.5210 eV
Gap between HOMO and LUMO ... 0.308 hartree
Max |F| ... 5.7 eV/A
HOMO level ... -14.11 eV

Geometry (Å):
I  -3.74  -0.14  0.09
N  -0.84  0.64  -0.16
N  -0.37  -1.80  0.41
C  -0.22  -0.72  -0.56
C  -2.09  1.05  0.00
C  -0.35  2.00  0.05
C  -1.46  2.78  0.16
H  -1.30  -1.89  0.81
H  -1.91  3.74  0.40
H  0.83  -0.66  -0.80
H  0.67  2.31  -0.18
H  0.27  -1.72  1.18
H  -0.71  -1.14  -1.48